1.
# C3H6O3Sm

A structure of composition C3H6O3Sm at a distorted geometry (ωB97M-V with the def2-TZVPD basis set, the OMol25 dataset).

Its net charge is +1. The calculation puts the HOMO-LUMO gap (alpha / beta) at 7.238 / 8.772 eV. As for the lowest unoccupied orbital energy (alpha / beta): -4.777 / -4.865 eV. The spin multiplicity is 8. For the molar mass, the calculation gives 240.44 g/mol. Its energy above the lowest of the compared OMol25 structures with the same formula, charge and spin is 0.000 eV. The HOMO energy (alpha / beta) is -12.015 / -13.637 eV.

Element x y z (Å)
O  -0.476  0.097  1.205
Sm  1.557  -0.080  0.860
C  0.995  -0.061  -2.561
O  0.455  -0.101  -1.239
C  -0.922  0.270  -1.154
C  -1.436  0.004  0.288
O  -2.554  0.623  0.500
H  2.039  -0.383  -2.500
H  0.430  -0.752  -3.200
H  0.934  0.960  -2.960
H  -1.502  -0.337  -1.863
H  -1.028  1.335  -1.408
H  -1.936  -1.307  0.252

2.
# C3H6O4

A cluster of 2 separate species, C3H6O4 in total at a distorted geometry (ωB97M-V with the def2-TZVPD basis set, the OMol25 dataset).

Its net charge is -1. The calculation puts the HOMO-LUMO gap (alpha / beta) at 6.026 / 7.064 eV. As for the lowest unoccupied orbital energy (alpha / beta): 3.827 / 3.807 eV. The spin multiplicity is 2. For the molar mass, the calculation gives 106.08 g/mol. Its energy above the lowest of the compared OMol25 structures with the same formula, charge and spin is 1.007 eV. The HOMO energy (alpha / beta) is -2.198 / -3.257 eV.

Element x y z (Å)
O  -1.474  -0.302  -0.851
C  -1.054  -1.168  0.158
C  0.432  -1.061  0.451
O  0.754  0.242  1.001
C  1.403  1.123  0.249
O  2.166  0.896  -0.672
H  -1.740  0.607  -0.418
H  -1.248  -2.213  -0.141
H  -1.612  -0.991  1.097
H  1.026  -1.221  -0.459
H  0.728  -1.795  1.212
O  0.062  2.762  -0.443
H  0.557  3.121  -1.185

3.
# C3H6O4

A cluster of 2 separate species, C3H6O4 in total at a distorted geometry (ωB97M-V with the def2-TZVPD basis set, the OMol25 dataset).

The calculation puts the HOMO-LUMO gap (alpha / beta) at 8.037 / 7.154 eV. As for the lowest unoccupied orbital energy (alpha / beta): -0.040 / -0.477 eV. For the molar mass, the calculation gives 106.08 g/mol. Its energy above the lowest of the compared OMol25 structures with the same formula, charge and spin is 6.685 eV. The HOMO energy (alpha / beta) is -8.077 / -7.631 eV.

Element x y z (Å)
C  1.192  0.652  0.368
C  0.860  -0.689  0.142
C  -2.026  0.213  -0.193
O  0.508  0.163  -0.851
O  2.429  1.267  0.095
O  1.153  -1.928  0.354
O  -1.573  -0.501  0.871
H  0.454  1.357  0.876
H  -1.417  0.379  -1.120
H  -2.431  1.294  0.107
H  -2.899  -0.273  -0.625
H  3.151  0.677  0.037
H  0.600  -2.610  -0.062

4.
# C3H6O4

A cluster of 2 separate species, C3H6O4 in total at a distorted geometry (ωB97M-V with the def2-TZVPD basis set, the OMol25 dataset).

The calculation puts the HOMO-LUMO gap at 9.648 eV. As for the lowest unoccupied orbital energy: 0.274 eV. For the molar mass, the calculation gives 106.08 g/mol. Its energy above the lowest of the compared OMol25 structures with the same formula, charge and spin is 3.021 eV. The HOMO energy is -9.374 eV.

Element x y z (Å)
C  1.232  1.248  0.014
C  0.146  0.594  -0.797
O  -0.129  0.929  -1.919
C  -1.087  -0.459  0.179
O  -1.936  -1.025  -0.444
O  -1.270  0.162  1.350
H  1.852  0.467  0.463
H  1.832  1.921  -0.596
H  0.787  1.784  0.854
H  -2.209  0.123  1.595
O  0.370  -1.913  0.194
H  0.334  -1.137  -0.598
H  0.077  -2.694  -0.295

5.
# C3H6O4S

A structure of composition C3H6O4S at a distorted geometry (ωB97M-V with the def2-TZVPD basis set, the OMol25 dataset).

The calculation puts the HOMO-LUMO gap (alpha / beta) at 8.633 / 8.634 eV. As for the lowest unoccupied orbital energy (alpha / beta): -0.396 / -0.395 eV. For the molar mass, the calculation gives 138.14 g/mol. Its energy above the lowest of the compared OMol25 structures with the same formula, charge and spin is 6.527 eV. The HOMO energy (alpha / beta) is -9.028 / -9.029 eV.

Element x y z (Å)
C  0.982  -1.367  -0.807
C  -0.981  0.934  0.039
C  -0.882  -0.451  0.377
O  3.074  0.332  -0.787
O  1.837  -0.090  1.307
O  0.359  1.437  -0.045
O  -1.905  -1.460  0.231
S  1.907  -0.207  -0.127
H  0.850  -1.219  -1.906
H  -1.605  1.381  0.821
H  -1.633  1.189  -0.831
H  -0.174  -0.604  1.191
H  0.736  1.363  0.931
H  -2.565  -1.237  -0.394

6.
# C3H6O5

A cluster of 2 separate species, C3H6O5 in total at a distorted geometry (ωB97M-V with the def2-TZVPD basis set, the OMol25 dataset).

The calculation puts the HOMO-LUMO gap at 11.750 eV. As for the lowest unoccupied orbital energy: 0.560 eV. For the molar mass, the calculation gives 122.08 g/mol. Its energy above the lowest of the compared OMol25 structures with the same formula, charge and spin is 1.796 eV. The HOMO energy is -11.190 eV.

Element x y z (Å)
O  -0.883  -0.944  -0.593
C  -0.570  -1.537  0.427
O  0.661  -1.792  0.851
C  1.645  -1.136  0.224
O  2.836  -1.147  0.980
C  2.811  -0.438  2.091
O  3.644  -0.624  2.924
H  -1.284  -1.948  1.168
H  1.715  -1.537  -0.806
H  1.400  -0.059  0.150
H  1.985  0.299  2.050
O  -4.961  3.793  -2.965
H  -4.889  3.580  -3.923
H  -4.109  3.489  -2.578

7.
# C3H6O5

A cluster of 2 separate species, C3H6O5 in total at a distorted geometry (ωB97M-V with the def2-TZVPD basis set, the OMol25 dataset).

The calculation puts the HOMO-LUMO gap (alpha / beta) at 9.675 / 8.951 eV. As for the lowest unoccupied orbital energy (alpha / beta): 0.639 / -1.466 eV. The spin multiplicity is 3. For the molar mass, the calculation gives 122.08 g/mol. Its energy above the lowest of the compared OMol25 structures with the same formula, charge and spin is 2.043 eV. The HOMO energy (alpha / beta) is -9.036 / -10.418 eV.

Element x y z (Å)
O  -1.309  0.625  0.305
O  -0.198  0.624  0.890
C  1.240  1.249  5.997
C  0.926  1.924  4.696
O  1.071  3.116  4.477
C  0.882  1.078  3.230
O  -0.204  1.225  3.990
O  -1.369  1.488  -0.866
H  0.800  0.263  6.077
H  2.317  1.208  6.025
H  0.899  1.868  6.823
H  0.972  1.723  2.351
H  1.286  0.070  3.222
H  -1.261  2.371  -0.410

8.
# C3H6O7V

A structure of composition C3H6O7V at a distorted geometry (ωB97M-V with the def2-TZVPD basis set, the OMol25 dataset).

Its net charge is -1. The calculation puts the HOMO-LUMO gap at 3.654 eV. As for the lowest unoccupied orbital energy: 0.787 eV. For the molar mass, the calculation gives 205.02 g/mol. The HOMO energy is -2.866 eV.

Element x y z (Å)
O  -2.131  2.744  1.802
V  -1.583  1.274  1.704
O  -1.344  0.895  3.226
C  -4.064  -0.891  -1.029
O  -4.975  -1.401  -1.732
O  -3.989  -1.086  0.234
O  -3.203  -0.128  -1.411
C  2.393  -0.855  0.084
C  2.156  0.426  -0.692
O  1.716  1.577  -0.033
O  1.166  -1.428  0.381
H  2.782  -0.715  1.093
H  3.022  -1.495  -0.535
H  1.551  0.235  -1.579
H  3.088  0.684  -1.196
H  2.539  2.058  0.086
H  0.876  -1.897  -0.404

9.
# C3H6OS

A cluster of 2 separate species, C3H6OS in total at a distorted geometry (ωB97M-V with the def2-TZVPD basis set, the OMol25 dataset).

The calculation puts the HOMO-LUMO gap (alpha / beta) at 8.477 / 8.187 eV. As for the lowest unoccupied orbital energy (alpha / beta): -0.009 / 0.215 eV. For the molar mass, the calculation gives 90.15 g/mol. Its energy above the lowest of the compared OMol25 structures with the same formula, charge and spin is 5.958 eV. The HOMO energy (alpha / beta) is -8.485 / -7.972 eV.

Element x y z (Å)
C  -2.098  0.224  0.435
C  -0.910  -0.442  0.446
C  1.510  0.848  0.173
O  -1.703  -0.506  -0.723
S  2.550  -0.443  -0.231
H  -3.064  -0.093  0.873
H  -2.196  1.326  0.174
H  -0.766  -1.326  0.955
H  1.919  1.585  0.946
H  1.181  1.454  -0.771
H  1.731  -1.188  -1.076

10.
# C3H6OS

An isolated molecule of C3H6OS at a distorted geometry (ωB97M-V with the def2-TZVPD basis set, the OMol25 dataset).

The calculation puts the HOMO-LUMO gap at 9.999 eV. As for the lowest unoccupied orbital energy: 0.598 eV. For the molar mass, the calculation gives 90.15 g/mol. Its energy above the lowest of the compared OMol25 structures with the same formula, charge and spin is 1.001 eV. The HOMO energy is -9.402 eV.

Element x y z (Å)
C  -1.048  -0.648  -0.335
C  0.009  0.511  -0.229
S  -0.278  1.830  0.953
C  1.402  -0.190  -0.024
O  1.790  -1.058  -0.820
H  -2.063  -0.390  -0.327
H  -0.803  -1.124  -1.279
H  -0.735  -1.209  0.499
H  0.310  1.025  -1.145
H  -0.656  1.059  1.946
H  2.073  0.193  0.760